178
Properties=species:S:1:pos:R:3:forces:R:3:mulliken_charge:R:1 method="wB97M-V/def2-TZVPD" energy_ev=-201570.3383 fmax_ev_per_a=4.7 spin_multiplicity=1 molar_mass_g_mol=1401.35 e_lumo_ev=-1.0
C 3.68117 1.35191 -0.67893 -0.50 0.46 0.05 -0.88
C 3.60878 2.67692 -0.95756 0.02 0.41 -0.37 0.09
C 2.66690 3.68576 -0.20478 0.41 -1.78 1.48 0.58
O 2.41729 3.42873 0.96924 -0.04 0.75 -1.97 -0.53
O 2.17390 4.81503 -0.83615 0.22 -1.46 0.21 -0.28
C 0.72622 4.87268 -0.81681 -1.31 0.34 -0.77 -0.69
C 0.16587 4.11819 -2.08442 0.07 0.10 0.31 -0.08
C -1.38472 3.81113 -2.03160 0.35 -0.08 -0.86 -0.79
C -1.71675 2.59485 -3.03118 -0.43 0.67 0.78 -0.71
C -2.79602 1.59987 -2.40525 0.14 1.01 -0.33 0.32
C -3.50456 0.73334 -3.52674 -0.46 -0.41 0.41 -2.28
C -3.75943 -0.76794 -3.13000 -0.72 -2.45 0.99 0.17
C -3.09859 -1.94592 -3.83909 -0.70 -0.70 0.90 1.40
C -2.07733 -1.56344 -4.98061 -1.05 0.57 0.29 -0.94
C -0.78840 -0.81663 -4.45589 0.61 -0.62 -0.44 0.94
C 0.26034 -1.72374 -3.69889 0.93 1.93 -0.58 -1.29
S -0.26323 -2.32262 -2.04326 0.05 -0.20 0.96 0.02
C -0.04267 -1.01765 -0.82740 0.19 0.58 -1.09 -0.18
S 0.35046 0.52563 -1.23954 -0.26 -0.97 0.63 -0.04
N -0.22541 -1.43748 0.55656 0.46 -0.77 -0.30 0.24
C -1.29856 -1.19925 1.43875 1.60 -1.98 2.69 0.04
C -0.88487 -1.92364 2.64110 -0.25 0.72 -1.85 -0.66
N 0.37272 -2.57079 2.48596 -2.07 2.46 -2.80 -0.60
C 0.71015 -2.23270 1.20954 -0.09 -1.21 2.27 -0.12
C -3.41067 -3.33350 -3.46856 -0.21 2.25 1.19 -0.32
C -2.81292 -4.57517 -4.19310 -1.37 0.55 -1.71 -0.38
Cl -0.99590 -4.57084 -4.36017 -0.50 -0.24 0.80 -0.18
C -3.43171 -4.57665 -5.69884 0.51 -0.38 0.32 -0.39
C -2.40970 -4.99908 -6.81861 -0.85 -0.25 -1.00 -1.16
C -4.36701 -3.57818 -2.32580 0.54 0.39 -0.59 0.04
N -4.59717 -4.91120 -1.98709 -1.73 1.29 2.01 -0.54
C -5.42369 -5.06143 -0.93332 0.93 1.22 -1.02 -0.31
O -5.69499 -6.33145 -0.47534 -0.23 1.23 -0.83 -0.35
C -6.03510 -3.90208 -0.21641 -1.30 0.01 1.22 0.48
C -6.95926 -4.24434 1.02555 1.17 0.76 -0.64 -1.22
C -7.96102 -3.08391 1.39783 -0.99 -0.74 1.06 0.77
N -8.87586 -2.73039 0.27763 0.15 0.05 0.66 -0.66
N -8.85752 -3.66055 2.47643 1.33 0.10 0.13 -0.78
N -7.31605 -1.88895 2.00626 0.13 0.04 -1.74 -0.67
N -5.88195 -2.59141 -0.51644 1.77 -4.03 -1.67 0.02
C -5.00697 -2.48059 -1.59757 1.39 2.16 -1.72 0.29
C -4.68217 -1.07826 -2.05127 0.86 0.41 -1.07 0.78
C -5.39628 0.10935 -1.29926 -0.56 -1.41 0.23 -1.31
C -4.76104 0.30878 0.12833 -0.39 -0.84 -0.87 0.21
F -5.81413 0.61852 1.04086 1.30 0.08 -0.65 -0.40
H 4.43914 0.70851 -1.19265 -0.84 0.77 0.40 0.23
H 2.96894 0.82427 0.01182 0.91 0.83 -0.54 0.33
H 4.28304 3.07698 -1.75169 -0.66 -0.13 0.85 0.31
H 0.43407 5.95939 -0.87503 0.47 -1.08 0.21 0.32
H 0.27783 4.43049 0.11066 0.74 0.36 -0.66 0.33
H 0.38177 4.72412 -3.01207 -0.13 -0.61 0.95 0.27
H 0.75478 3.16429 -2.19054 -0.61 0.79 0.17 0.01
H -1.77719 3.59512 -1.00190 0.61 0.12 -0.80 0.36
H -1.91720 4.73250 -2.41368 0.38 -0.98 0.60 0.33
H -2.14227 3.09079 -3.95554 0.48 -0.93 0.78 0.38
H -0.74892 2.07377 -3.27189 -1.11 0.42 0.04 0.26
H -2.36082 0.98371 -1.56766 -0.25 0.49 -1.04 -0.43
H -3.55757 2.27878 -1.91729 0.64 -0.80 -0.47 0.65
H -2.92162 0.83240 -4.47830 -0.62 -0.26 0.91 0.41
H -4.52055 1.19838 -3.70438 1.13 -0.52 -0.06 0.77
H -2.63642 -0.81539 -5.62513 0.64 -0.82 0.59 0.47
H -1.85159 -2.42214 -5.66935 0.03 0.84 0.97 -0.18
H -0.98909 0.07468 -3.81093 -0.17 -0.95 -0.55 -0.98
H -0.25306 -0.42014 -5.37447 -0.49 -0.41 0.99 0.50
H 1.17283 -1.07189 -3.52142 -1.00 -0.64 -0.02 0.58
H 0.62912 -2.54588 -4.37422 -0.68 0.48 1.25 0.47
H -2.21757 -0.61749 1.23030 1.12 -0.50 -0.06 0.35
H -1.45643 -2.03038 3.59213 0.57 0.24 -1.08 0.36
H 1.67239 -2.66047 0.85406 -1.07 0.90 -0.53 0.38
H -3.10102 -5.55750 -3.75285 0.45 1.17 0.11 0.47
H -3.84194 -3.55462 -5.90137 0.34 -0.97 0.04 0.25
H -4.29444 -5.30620 -5.68052 0.85 0.84 -0.06 0.42
H -1.90857 -5.99117 -6.62688 -0.41 1.21 0.03 0.29
H -2.99871 -5.15515 -7.77608 0.54 0.22 1.02 0.37
H -1.65296 -4.20438 -7.07177 -0.67 -0.90 0.54 0.26
H -5.68092 -6.93516 -1.24742 0.35 0.07 0.43 0.27
H -7.45576 -5.23502 0.87460 0.25 1.00 0.13 0.37
H -6.23412 -4.35104 1.89376 -0.88 -0.05 -0.76 0.36
H -9.30172 -1.81103 0.46685 0.42 -0.43 -0.05 0.31
H -9.66621 -3.37996 0.39440 0.49 0.28 -0.25 0.33
H -9.13100 -2.82630 3.01673 -0.03 -0.50 -0.27 0.29
H -8.19225 -4.13188 3.11160 -0.65 0.11 -0.11 0.30
H -6.29353 -1.99050 2.02322 -0.58 -0.04 0.01 0.29
H -7.45733 -1.13362 1.31895 0.32 -0.20 0.58 0.30
H -6.45396 -0.25473 -1.11982 1.13 0.48 -0.05 0.49
H -5.48639 1.03807 -1.91323 0.37 -0.79 0.63 0.43
H -4.31921 -0.68867 0.42529 -0.55 1.14 -0.03 -0.13
H -3.95344 1.08398 0.11473 -0.96 -0.40 0.39 0.26
C 5.28389 3.12455 2.94511 0.12 -0.13 -0.01 -0.70
C 6.71776 2.88009 3.43451 -0.44 -0.01 0.01 -0.44
C 7.65210 3.17768 2.25652 0.18 -0.33 0.39 -0.76
S 6.79972 4.39187 1.25233 0.25 -0.10 0.28 1.26
O 6.47344 3.79146 -0.01956 0.19 0.27 -0.24 -0.63
O 7.49067 5.65810 1.35146 -0.05 0.02 -0.42 -0.69
C 5.31946 4.45754 2.21139 -0.62 0.04 0.36 -0.13
H 4.56749 3.14115 3.76707 0.01 0.00 -0.08 0.47
H 4.99138 2.32530 2.25760 -0.09 0.11 -0.01 0.18
H 6.94160 3.55448 4.26592 0.02 -0.05 -0.05 0.23
H 6.85289 1.86299 3.79674 -0.13 0.36 -0.17 0.35
H 8.60632 3.58776 2.58410 -0.05 0.04 -0.16 0.37
H 7.82070 2.28836 1.64860 -0.05 0.13 -0.09 0.36
H 4.46865 4.60972 1.55052 0.10 0.07 0.00 -0.22
H 5.40745 5.28907 2.91350 0.05 -0.01 -0.06 0.41
C 9.10152 -2.03839 5.36048 -0.01 -0.04 -0.12 -0.55
C 10.53555 -1.79493 4.88063 0.05 -0.14 0.06 -0.61
C 10.65571 -0.30929 4.52825 0.33 -0.29 -0.30 -0.64
S 9.46635 0.54755 5.55943 0.24 -0.23 0.33 1.06
O 8.44724 1.12183 4.70867 0.55 -0.11 0.38 -0.59
O 10.16680 1.32809 6.54784 -0.26 0.23 -0.24 -0.69
C 8.79592 -0.91180 6.34052 -0.21 -0.41 0.05 -0.73
H 8.99180 -3.01710 5.82902 -0.02 0.06 -0.02 0.35
H 8.41480 -1.99148 4.51028 -0.01 -0.01 0.07 0.28
H 11.23491 -2.04026 5.68476 -0.05 0.02 -0.04 0.29
H 10.78733 -2.42354 4.02532 0.01 0.06 0.05 0.33
H 11.65347 0.07506 4.73477 -0.15 0.17 0.00 0.35
H 10.39431 -0.12278 3.48633 -0.06 0.09 0.10 0.34
H 7.73096 -0.77804 6.52383 0.07 0.17 0.01 0.39
H 9.32462 -1.05652 7.28392 -0.01 0.11 -0.04 0.35
C -2.66999 -9.11454 1.54234 0.04 -0.13 0.07 -0.72
C -1.97900 -9.98059 0.48580 0.10 0.11 0.00 -0.74
C -3.07164 -10.74161 -0.27094 0.55 -0.20 -0.04 -0.68
S -4.54184 -9.72266 -0.18512 0.50 -0.04 0.09 1.34
O -5.53945 -10.41606 0.59387 -0.23 0.17 -0.32 -0.70
O -4.83021 -9.18149 -1.49910 -0.51 0.04 0.11 -0.69
C -3.82908 -8.43312 0.82550 0.25 0.21 0.34 -0.63
H -1.98622 -8.38573 1.97956 -0.07 -0.02 -0.01 0.36
H -3.04940 -9.74884 2.34883 0.00 0.06 -0.02 0.33
H -1.42927 -9.33811 -0.20825 -0.03 -0.02 0.04 0.29
H -1.26020 -10.66795 0.93425 -0.05 0.02 -0.06 0.36
H -2.80426 -10.89982 -1.31394 -0.27 -0.08 0.04 0.38
H -3.29650 -11.69627 0.20321 -0.18 0.08 -0.11 0.40
H -4.58128 -8.03620 1.50475 -0.10 -0.04 -0.18 0.48
H -3.47181 -7.64665 0.15917 -0.08 -0.05 0.00 0.20
C 5.05579 8.30134 0.67899 -0.01 -0.03 -0.16 -0.16
C 6.48157 8.54154 0.17766 0.10 -0.10 0.10 -0.55
C 6.59944 10.02720 -0.17733 0.31 -0.27 -0.29 -0.77
S 5.42802 10.88645 0.87061 0.17 -0.34 0.09 1.20
O 4.39873 11.46174 0.03813 0.10 0.26 0.21 -0.69
O 6.14855 11.66650 1.85252 -0.24 0.22 -0.23 -0.72
C 4.76760 9.42859 1.66321 -0.19 -0.39 0.11 -0.77
H 4.95210 7.32279 1.14920 0.02 0.06 -0.03 -0.14
H 4.35563 8.34936 -0.16040 -0.02 -0.01 0.08 0.29
H 7.19161 8.29442 0.97040 -0.06 -0.05 -0.07 0.27
H 6.71873 7.91211 -0.68055 0.03 0.03 0.09 0.42
H 7.60134 10.40900 0.01386 -0.14 0.16 0.00 0.38
H 6.32266 10.21402 -1.21519 -0.08 0.12 0.11 0.36
H 3.70574 9.56449 1.86319 0.07 0.19 0.00 0.45
H 5.31107 9.28279 2.59832 0.00 0.09 -0.05 0.38
C 4.53618 14.04011 3.56498 -0.09 -0.14 -0.03 -0.16
C 3.84181 14.95080 2.54884 0.04 -0.07 -0.09 -0.63
C 3.39970 16.21543 3.29190 -0.32 -0.09 -0.44 -0.63
S 4.54702 16.42287 4.65320 0.25 -0.09 -0.17 1.14
O 3.82603 16.25624 5.89241 0.10 0.23 -0.01 -0.66
O 5.38308 17.57226 4.40136 -0.19 0.05 0.31 -0.67
C 5.49056 14.93892 4.34159 0.08 -0.41 -0.09 -0.75
H 5.06488 13.22011 3.07790 -0.04 0.11 0.07 -0.03
H 3.79271 13.60888 4.24269 0.05 0.05 0.02 0.30
H 4.54772 15.21673 1.75706 -0.03 -0.04 0.05 0.30
H 2.99261 14.45483 2.07652 0.06 0.04 0.00 0.35
H 3.43940 17.09501 2.65082 0.01 0.06 0.21 0.35
H 2.39862 16.10509 3.70924 0.11 0.05 0.11 0.35
H 5.81961 14.50425 5.28403 -0.02 0.19 0.04 0.42
H 6.35340 15.21476 3.73319 -0.05 0.05 0.05 0.36
C -7.86953 -12.52566 -4.28296 -0.14 0.00 0.02 -0.62
C -8.02179 -11.33920 -3.32622 -0.01 0.08 -0.12 -0.67
C -7.47097 -11.77284 -1.96494 -0.35 0.44 0.03 -0.16
S -6.22994 -13.01961 -2.30159 -0.14 0.25 -0.07 1.09
O -6.68355 -14.27878 -1.76419 0.29 0.05 0.06 -0.68
O -4.92260 -12.48446 -2.00280 0.09 -0.33 0.17 -0.57
C -6.45276 -13.04621 -4.07376 -0.13 -0.02 -0.43 -0.71
H -8.03983 -12.23442 -5.32040 0.02 -0.04 0.05 0.35
H -8.59554 -13.30251 -4.02619 0.06 0.00 -0.04 0.30
H -7.44366 -10.49080 -3.70369 -0.01 -0.05 0.04 0.25
H -9.06097 -11.01676 -3.24517 0.07 -0.01 0.02 0.37
H -7.01095 -10.94193 -1.43254 0.07 -0.21 0.09 -0.05
H -8.24474 -12.22727 -1.34607 0.15 -0.10 0.00 0.38
H -6.30549 -14.05705 -4.45076 0.10 0.00 0.16 0.39
H -5.71648 -12.37031 -4.51196 0.01 -0.04 0.09 0.34